(1)
{
  "formula": "C9H7O2",
  "method": "the ωB97M-V functional and the def2-TZVPD basis",
  "elements": ["O", "O", "C", "C", "C", "C", "C", "C", "C", "C", "C", "H", "H", "H", "H", "H", "H", "H"],
  "positions_angstrom": [[-0.222, -2.122, 0.334], [2.722, -2.407, 0.189], [-1.373, 0.630, 0.089], [2.275, 1.098, -0.277], [-0.078, 0.755, -0.157], [-1.483, -1.880, -0.241], [2.812, -0.128, -0.043], [-2.112, -0.508, 0.034], [0.669, -1.251, 0.320], [0.972, 1.561, -0.387], [2.174, -1.357, 0.131], [3.072, 1.916, -0.470], [-2.185, -2.662, -0.100], [3.923, -0.252, 0.054], [-1.162, -1.890, -1.274], [-3.166, -0.543, 0.231], [0.844, 2.600, -0.815], [-1.921, 1.596, 0.358]],
  "mulliken_charge": [-0.218, -0.427, -0.316, 0.005, 0.371, -0.478, -0.409, -0.331, 0.303, -0.444, 0.423, 0.264, 0.415, 0.353, 0.356, 0.416, 0.373, 0.345],
  "fmax_ha_per_bohr": 0.1249,
  "multiplicity": 1,
  "charge": 1,
  "e_lumo_ev": [-6.64, -6.64],
  "energy_ha": -497.1330,
  "de_lowest_kcal_mol": 73.6,
  "orbital_gap_ev": [6.57, 6.57]
}

(2)
{
  "formula": "C9H86F6NO43PS2",
  "method": "the ωB97M-V functional and the def2-TZVPD basis",
  "elements": ["S", "S", "P", "F", "F", "F", "F", "F", "F", "O", "O", "O", "O", "O", "O", "O", "O", "O", "O", "O", "O", "O", "O", "O", "O", "O", "O", "O", "O", "O", "O", "O", "O", "O", "O", "O", "O", "O", "O", "O", "O", "O", "O", "O", "O", "O", "O", "O", "O", "O", "O", "O", "N", "C", "C", "C", "C", "C", "C", "C", "C", "C", "H", "H", "H", "H", "H", "H", "H", "H", "H", "H", "H", "H", "H", "H", "H", "H", "H", "H", "H", "H", "H", "H", "H", "H", "H", "H", "H", "H", "H", "H", "H", "H", "H", "H", "H", "H", "H", "H", "H", "H", "H", "H", "H", "H", "H", "H", "H", "H", "H", "H", "H", "H", "H", "H", "H", "H", "H", "H", "H", "H", "H", "H", "H", "H", "H", "H", "H", "H", "H", "H", "H", "H", "H", "H", "H", "H", "H", "H", "H", "H", "H", "H", "H", "H", "H", "H"],
  "positions_angstrom": [[-1.452, -2.812, 2.872], [-1.353, -6.170, 1.606], [-1.083, -5.031, 0.033], [2.717, 1.465, -2.154], [3.350, -0.664, -1.643], [1.762, -1.169, -3.568], [0.551, 0.757, -3.427], [0.567, 1.366, -0.076], [1.613, -0.625, 0.710], [-2.701, -1.748, -4.076], [-2.050, -9.893, -1.433], [-5.017, 4.463, -1.060], [6.273, 2.227, -0.312], [-0.069, 0.512, 3.908], [4.817, 4.579, -0.860], [-2.366, -5.520, -4.017], [-2.256, 9.636, 5.015], [-0.276, -8.398, 0.033], [1.348, -2.848, -6.064], [0.738, -1.655, 5.227], [0.059, 4.243, 2.800], [2.494, -7.742, -3.781], [7.911, 3.141, 1.917], [4.782, -4.026, -4.459], [-1.607, 6.838, 3.941], [0.817, -5.715, -9.154], [-4.525, 1.337, 0.840], [4.138, 0.827, 0.958], [1.830, -3.265, -0.771], [4.904, 6.641, -3.153], [7.428, 2.523, 4.849], [-1.571, 3.971, 5.361], [4.629, 1.175, 4.233], [-7.257, 0.773, 7.450], [-8.150, 6.805, 0.179], [-6.793, 6.180, -2.568], [1.774, 4.235, -3.806], [-5.341, 3.946, 2.127], [0.408, -2.491, -8.861], [3.169, -1.793, 3.305], [2.663, -10.246, -1.971], [0.612, 4.478, -0.546], [-4.685, 2.664, 7.121], [-1.064, -0.627, -1.432], [0.510, 8.225, 5.467], [2.721, 2.650, 0.848], [3.574, -5.535, -1.748], [-0.072, -2.623, -1.929], [-4.030, 1.974, 4.385], [0.501, -1.905, -12.255], [0.720, -5.348, -2.812], [-6.370, -0.123, -1.195], [-0.128, -3.595, 0.493], [1.725, 0.551, -0.125], [-2.518, -1.307, 3.259], [-0.060, -1.184, -1.950], [0.557, -3.144, -0.742], [1.092, -0.299, -2.621], [2.232, 0.215, -1.609], [-2.494, -0.913, 4.817], [2.902, 1.433, 0.584], [-1.079, -2.568, 1.040], [-2.531, -2.673, -4.302], [-2.170, -6.192, -4.682], [-3.710, 0.928, 0.524], [-2.063, -2.591, 0.440], [-1.447, 6.952, 4.887], [-7.264, -0.484, -1.148], [2.667, -1.593, 2.504], [-3.471, 2.761, 4.340], [0.043, 8.421, 4.643], [-4.259, 3.327, 7.680], [-6.430, 0.560, -1.875], [-2.364, -4.708, -0.556], [2.701, -8.583, -3.352], [-0.111, -9.321, -0.201], [5.187, 6.596, -4.075], [-7.525, 6.232, 0.643], [2.904, -7.079, -3.211], [4.683, 1.510, 5.137], [-5.070, 3.884, 1.201], [-1.630, 9.831, 5.724], [0.576, 1.230, 3.951], [1.102, -2.256, 4.565], [1.234, 3.912, -0.069], [-7.697, 5.946, -2.817], [-4.768, 5.141, -1.698], [8.053, 3.253, 4.929], [-2.338, -8.995, -1.636], [-7.883, 0.972, 8.158], [0.379, -8.207, 0.716], [-2.069, 8.716, 4.784], [5.208, 4.741, 0.008], [1.351, -4.618, -2.753], [3.978, -2.206, 2.978], [1.427, -2.498, -5.167], [-1.543, -5.437, -3.518], [-1.265, 3.930, 4.444], [-6.698, 1.561, 7.404], [-4.657, 2.173, 5.095], [5.384, 1.850, -0.281], [-0.687, -1.490, 0.958], [-4.487, 1.826, 7.560], [4.993, -4.865, -4.029], [0.894, 3.857, 2.508], [0.599, -2.367, -7.921], [1.345, 7.839, 5.176], [7.620, 4.036, 1.710], [1.102, -5.938, -3.478], [-2.144, -0.386, 2.661], [4.118, -4.738, -1.781], [1.977, 3.396, -3.373], [3.172, -10.969, -1.585], [2.939, -5.355, -1.042], [0.912, 4.437, -1.464], [0.159, -2.042, -11.361], [1.772, -10.375, -1.623], [1.448, -2.071, -12.170], [2.114, -2.481, -6.526], [6.210, 2.917, -0.986], [7.257, 2.575, 1.483], [-5.018, 1.529, 0.032], [-7.881, 6.743, -0.746], [-0.110, -5.473, -9.032], [1.216, -5.552, -8.289], [-3.463, -1.302, 5.315], [5.191, -3.362, -3.891], [-0.410, 4.437, 1.975], [-3.614, -1.460, 2.931], [1.024, -3.184, -9.135], [-2.715, -10.453, -1.852], [-4.717, 3.373, 2.590], [4.094, 0.600, 1.924], [-0.328, -5.760, -0.941], [-5.919, 4.230, -1.309], [1.381, -0.938, 5.271], [5.405, 1.555, 3.800], [5.533, 6.075, -2.686], [-2.507, 0.230, 4.980], [-0.952, 3.405, 5.839], [0.295, -0.092, 3.249], [2.168, 4.901, -3.227], [-0.976, 6.156, 3.679], [-1.574, -1.360, 5.339], [7.830, 1.939, 4.194], [-2.050, -1.551, -3.392], [3.887, 4.812, -0.745], [-6.544, 6.860, -3.207]],
  "mulliken_charge": [-0.099, -0.342, 0.187, -0.247, -0.269, -0.244, -0.274, -0.174, -0.042, -0.688, -0.592, -0.621, -0.670, -0.318, -0.532, -0.657, -0.632, -0.459, -0.727, -0.526, -0.546, -0.601, -0.585, -0.590, -0.628, -0.647, -0.472, -0.508, -0.495, -0.614, -0.624, -0.550, -0.563, -0.623, -0.648, -0.614, -0.654, -0.597, -0.567, -0.613, -0.624, -0.587, -0.648, -0.298, -0.639, -0.511, -0.543, 0.761, -0.587, -0.645, -0.139, -0.593, 0.333, 1.244, -0.131, -0.249, -0.326, 0.814, 0.333, -0.713, -0.068, -0.295, 0.319, 0.298, 0.242, 0.439, 0.367, 0.291, 0.238, 0.263, 0.359, 0.277, 0.310, 0.126, 0.296, 0.199, 0.310, 0.333, 0.310, 0.281, 0.321, 0.355, 0.188, 0.274, 0.290, 0.333, 0.273, 0.302, 0.294, 0.309, 0.287, 0.291, 0.309, 0.146, 0.281, 0.312, 0.305, 0.277, 0.337, 0.301, 0.372, -0.344, 0.346, 0.292, 0.188, 0.339, 0.293, 0.278, 0.138, -0.108, 0.266, 0.321, 0.300, 0.284, 0.259, 0.339, 0.310, 0.309, 0.352, 0.296, 0.335, 0.257, 0.338, 0.334, 0.315, 0.348, 0.306, 0.313, 0.504, 0.313, 0.285, 0.325, 0.219, 0.068, 0.299, 0.276, 0.314, 0.303, -0.001, 0.289, 0.141, 0.310, 0.260, 0.246, 0.302, 0.377, 0.245, 0.279],
  "fmax_ha_per_bohr": 0.1181,
  "multiplicity": 1,
  "e_lumo_ev": -2.54,
  "energy_ha": -5421.2788,
  "orbital_gap_ev": 5.84
}

(3)
{
  "formula": "C9H8Br2O2S",
  "method": "the ωB97M-V functional and the def2-TZVPD basis",
  "elements": ["Br", "Br", "S", "O", "O", "C", "C", "C", "C", "C", "C", "C", "C", "C", "H", "H", "H", "H", "H", "H", "H", "H"],
  "positions_angstrom": [[1.863, 0.460, -2.183], [-3.460, 3.936, 0.791], [-1.575, -0.957, -0.568], [1.658, 2.753, 0.814], [-2.183, 1.535, 0.022], [-1.920, 2.798, 0.447], [1.162, 0.053, -0.398], [-1.123, 0.724, -0.152], [0.400, -2.683, -1.369], [0.479, 2.372, 0.564], [0.418, -2.129, 1.032], [0.140, 1.070, 0.048], [0.090, -1.630, -0.319], [-0.707, 3.192, 0.721], [1.873, -0.094, 0.308], [-0.085, -3.098, 1.186], [0.150, -1.356, 1.859], [-0.383, 4.166, 1.070], [-0.409, -3.108, -1.958], [1.487, -2.280, 1.100], [1.040, -3.459, -0.808], [1.088, -2.267, -2.205]],
  "mulliken_charge": [-0.133, -0.128, -0.232, -0.686, -0.364, -0.106, -1.103, 1.086, -1.095, 0.142, -1.610, 0.201, 1.022, -0.122, 0.683, 0.420, 0.327, 0.406, 0.326, 0.447, 0.303, 0.216],
  "fmax_ha_per_bohr": 0.1023,
  "multiplicity": 1,
  "e_lumo_ev": 0.17,
  "energy_ha": -6044.3602,
  "de_lowest_kcal_mol": 6.3,
  "orbital_gap_ev": 9.23
}

(4)
{
  "formula": "C9H8BrF3N2",
  "method": "the ωB97M-V functional and the def2-TZVPD basis",
  "elements": ["Br", "F", "F", "F", "N", "N", "C", "C", "C", "C", "C", "C", "C", "C", "C", "H", "H", "H", "H", "H", "H", "H", "H"],
  "positions_angstrom": [[-1.032, 0.402, -2.836], [-1.756, 3.409, -1.615], [-3.047, 1.771, -1.014], [0.132, 2.324, 1.261], [-1.786, 2.271, -0.775], [0.991, 2.423, 0.178], [0.567, 1.974, -0.924], [-0.781, 1.362, -1.130], [0.019, -0.987, 0.182], [-0.060, -2.037, 1.087], [1.499, 2.105, -2.078], [-0.934, -0.009, 0.280], [-1.949, 0.025, 1.192], [-1.080, -2.068, 2.021], [-2.013, -1.047, 2.077], [1.024, 2.694, -2.861], [2.410, 2.601, -1.752], [-1.148, -2.895, 2.712], [1.739, 1.126, -2.487], [-2.662, 0.828, 1.244], [-2.804, -1.074, 2.811], [0.677, -2.826, 1.050], [0.799, -0.960, -0.563]],
  "mulliken_charge": [-0.048, -0.230, -0.164, -0.124, 0.127, -0.640, 0.940, 0.166, -0.593, -0.542, -1.315, 0.705, -0.260, -0.510, -0.545, 0.328, 0.425, 0.382, 0.318, 0.464, 0.376, 0.380, 0.361],
  "fmax_ha_per_bohr": 0.0847,
  "multiplicity": 1,
  "e_lumo_ev": 0.28,
  "energy_ha": -3330.6199,
  "de_lowest_kcal_mol": 137.9,
  "orbital_gap_ev": 10.16
}

(5)
{
  "formula": "C9H8CaClN4O2SbSe4",
  "method": "the ωB97M-V functional and the def2-TZVPD basis",
  "elements": ["Sb", "Se", "Se", "Se", "Se", "Ca", "Cl", "O", "O", "N", "N", "N", "N", "C", "C", "C", "C", "C", "C", "C", "C", "C", "H", "H", "H", "H", "H", "H", "H", "H"],
  "positions_angstrom": [[2.613, 2.162, -3.624], [3.742, 4.155, -4.409], [0.244, 2.666, -2.890], [3.688, 1.229, -1.535], [2.449, 0.280, -5.197], [1.079, 1.367, -0.550], [-2.396, -0.905, 5.968], [0.763, -0.728, 0.510], [0.187, 1.846, 1.479], [-1.388, -2.012, -2.308], [-0.639, -0.814, -4.104], [-0.997, -3.386, -0.285], [0.856, -1.247, -2.427], [0.171, -1.078, 1.528], [-1.580, 1.287, 4.562], [-1.132, -2.723, -1.232], [-0.359, 1.216, 2.439], [-0.409, -0.213, 2.527], [-1.612, -0.115, 4.613], [-1.040, -0.848, 3.613], [-0.977, 1.929, 3.517], [-0.390, -1.376, -2.916], [-0.954, 3.010, 3.468], [0.060, -0.190, -4.510], [0.050, -2.157, 1.707], [1.592, -0.869, -3.028], [-2.043, 1.855, 5.360], [1.098, -1.706, -1.563], [-1.605, -0.704, -4.350], [-1.069, -1.931, 3.639]],
  "mulliken_charge": [1.029, -0.729, -0.817, -0.778, -0.847, 1.096, -0.275, -0.485, -0.936, -0.762, -0.260, -0.682, -0.182, -0.224, -0.434, 0.634, 0.546, 0.588, 0.153, -0.695, -0.680, 0.777, 0.384, 0.039, 0.291, 0.037, 0.372, 0.211, 0.232, 0.393],
  "fmax_ha_per_bohr": 0.0022,
  "multiplicity": 1,
  "charge": -2,
  "e_lumo_ev": 3.80,
  "energy_ha": -11701.4024,
  "de_lowest_kcal_mol": 0.0,
  "orbital_gap_ev": 5.56
}

(6)
{
  "formula": "C9H8Cl3F5NO5SSrTe",
  "method": "the ωB97M-V functional and the def2-TZVPD basis",
  "elements": ["Te", "Sr", "Cl", "Cl", "Cl", "S", "F", "F", "F", "F", "F", "O", "O", "O", "O", "O", "N", "C", "C", "C", "C", "C", "C", "C", "C", "C", "H", "H", "H", "H", "H", "H", "H", "H"],
  "positions_angstrom": [[1.628, -0.685, -2.754], [0.066, -0.204, -0.132], [-0.412, -4.771, 1.148], [2.246, -4.098, 0.164], [1.769, -4.382, 3.012], [-1.115, -2.041, -1.730], [2.117, 1.110, -3.158], [0.108, 0.923, -1.979], [1.268, -0.667, -4.594], [1.818, -2.567, -2.894], [3.463, -0.862, -3.243], [2.070, -0.592, -0.987], [-1.911, -3.119, -2.230], [-1.870, -0.977, -1.038], [-0.364, -1.363, -2.918], [-0.032, -2.449, -0.802], [0.563, -1.379, 1.989], [0.271, 2.528, 1.510], [-1.909, 2.695, -0.189], [-1.085, 1.286, 3.243], [1.074, -3.874, 1.442], [-2.022, 2.030, 1.025], [-0.934, 1.938, 1.893], [0.384, 3.195, 0.297], [-0.706, 3.276, -0.557], [0.764, -2.442, 1.603], [-1.534, 1.987, 3.952], [-0.123, 0.970, 3.643], [-2.962, 1.567, 1.302], [-2.754, 2.726, -0.864], [-0.602, 3.745, -1.525], [1.334, 3.620, 0.002], [1.123, 2.469, 2.178], [-1.731, 0.409, 3.193]],
  "mulliken_charge": [1.918, 1.485, -0.090, -0.047, -0.151, 1.117, -0.412, -0.801, -0.373, -0.437, -0.421, -1.052, -0.672, -0.692, -0.306, -0.439, -0.656, -0.259, -0.408, -1.668, 0.746, -0.128, 0.391, -0.392, -0.384, 0.290, 0.404, 0.334, 0.360, 0.355, 0.381, 0.367, 0.335, 0.305],
  "fmax_ha_per_bohr": 0.0853,
  "multiplicity": 1,
  "charge": -1,
  "e_lumo_ev": 2.18,
  "energy_ha": -3355.7071,
  "de_lowest_kcal_mol": 50.7,
  "orbital_gap_ev": 9.30
}

(7)
{
  "formula": "C9H8F3I2N2SSn",
  "method": "the ωB97M-V functional and the def2-TZVPD basis",
  "elements": ["I", "I", "Sn", "S", "F", "F", "F", "N", "N", "C", "C", "C", "C", "C", "C", "C", "C", "C", "H", "H", "H", "H", "H", "H", "H", "H"],
  "positions_angstrom": [[3.945, -1.631, -0.002], [1.821, -4.585, -0.003], [0.315, -1.177, -0.002], [-1.471, 0.507, 0.000], [-2.766, 3.020, 0.001], [-1.803, 4.622, -1.078], [-1.802, 4.621, 1.082], [1.047, 1.218, -0.001], [-1.665, -2.754, -0.001], [2.112, 2.015, -0.001], [2.007, 3.391, 0.000], [-1.713, 3.831, 0.001], [-0.383, 3.112, 0.001], [-2.639, -3.356, 0.001], [-0.193, 1.734, 0.000], [-3.878, -4.128, 0.003], [3.776, -3.752, -0.003], [0.738, 3.935, 0.001], [0.605, 5.010, 0.001], [-3.858, -4.850, 0.816], [4.271, -4.103, 0.892], [-4.727, -3.460, 0.135], [4.270, -4.101, -0.899], [2.891, 4.012, 0.000], [-3.982, -4.656, -0.943], [3.080, 1.529, -0.001]],
  "mulliken_charge": [0.061, 0.051, 0.992, -0.419, -0.257, -0.239, -0.239, -0.365, -0.232, -0.182, -0.860, 0.729, -0.086, 0.233, 1.193, -0.817, -0.794, -0.479, 0.450, 0.296, 0.362, 0.288, 0.362, 0.404, 0.296, 0.250],
  "fmax_ha_per_bohr": 0.0072,
  "multiplicity": 1,
  "charge": 1,
  "e_lumo_ev": -4.66,
  "energy_ha": -1964.5449,
  "de_lowest_kcal_mol": 9.3,
  "orbital_gap_ev": 7.33
}

(8)
{
  "formula": "C9H8InO6",
  "method": "the ωB97M-V functional and the def2-TZVPD basis",
  "elements": ["In", "O", "O", "O", "O", "O", "O", "C", "C", "C", "C", "C", "C", "C", "C", "C", "H", "H", "H", "H", "H", "H", "H", "H"],
  "positions_angstrom": [[0.000, 0.000, 0.104], [0.000, 0.000, -3.254], [0.011, 0.001, 2.211], [-2.563, -2.009, 0.001], [2.008, -2.564, 0.000], [2.563, 2.009, 0.001], [-2.008, 2.564, 0.000], [0.175, 0.726, 4.282], [1.658, 1.300, -0.003], [-0.306, 1.189, 2.955], [0.278, -1.199, 2.955], [-1.301, 1.659, -0.003], [-1.657, -1.299, -0.003], [-0.238, -0.743, 4.271], [1.301, -1.659, -0.003], [0.000, 0.000, -2.110], [-0.251, -2.041, 2.497], [1.358, -1.306, 2.892], [0.177, -1.336, 5.067], [-0.262, 1.313, 5.070], [0.226, 2.042, 2.521], [1.263, 0.785, 4.321], [-1.326, -0.802, 4.281], [-1.386, 1.282, 2.861]],
  "mulliken_charge": [2.023, -0.003, -0.751, -0.024, -0.013, -0.022, -0.013, -0.738, 0.252, -0.354, -0.349, 0.151, 0.254, -0.746, 0.158, 0.242, 0.420, 0.328, 0.416, 0.417, 0.400, 0.306, 0.304, 0.340],
  "fmax_ha_per_bohr": 0.1744,
  "multiplicity": 1,
  "charge": 3,
  "e_lumo_ev": -13.82,
  "energy_ha": -987.9594,
  "de_lowest_kcal_mol": 46.5,
  "orbital_gap_ev": 8.52
}